The following is a quantum chemistry calculation of a single C4H5NOS2 molecule in a non-equilibrium geometry, from the OMol25 dataset.

Results
Total energy   -29435.041 eV
HOMO-LUMO gap   7.9 eV
Net charge   0
Energy relative to the best compared isomer or geometry (same formula, charge and spin)   2.053 eV

Atoms and positions in Å:
H 0.09 1.98 1.23
C 0.60 0.07 0.25
N -0.76 -0.32 0.02
C 1.67 -0.72 -0.34
C 0.85 1.29 0.83
C -1.75 0.61 -0.35
H 1.30 -1.47 -1.06
O -2.91 0.24 -0.47
H -1.38 1.60 -0.45
S 3.28 -0.72 -0.14
S -1.30 -1.95 0.50
H 1.85 1.65 0.75
H -1.54 -2.27 -0.76